Below is C50H53Cl2F3N9NiO2 as an isolated structure, with properties calculated with ωB97M-V with the def2-TZVPD basis set.

Last column: Löwdin charge in e.
Element x y z (Å)
Ni 0.45095 2.61799 1.91724  0.942
C 0.81319 -0.00454 -0.29409  -0.414
O -0.06522 -0.90271 0.37201  -0.112
O 0.88216 1.07485 0.53264  -0.220
C 2.09563 -0.72123 -0.70856  -0.530
F 2.96759 -0.80173 0.33079  0.121
F 1.99104 -1.96772 -1.19816  0.135
F 2.69571 0.03595 -1.65392  0.112
C -0.82461 -1.81828 -0.42054  -0.251
C -1.88295 -2.45677 0.46826  -0.064
H -2.32906 -1.65741 1.06047  0.060
H -2.62004 -2.98334 -0.14046  0.082
H -1.45985 -3.27172 1.05912  0.062
H -0.26823 -2.64202 -0.86782  0.117
H -1.47243 -1.33836 -1.16209  0.108
H 0.31778 0.29659 -1.23140  0.145
N 0.93364 4.09886 -2.22039  0.085
C -0.27795 3.54833 -1.97960  -0.180
C -0.87376 2.49689 -2.60198  -0.101
C -0.29041 1.95611 -3.72817  -0.069
C 0.94753 2.48298 -4.07571  -0.052
C 1.49096 3.54251 -3.32643  -0.146
H -0.85648 4.09639 -1.24318  0.076
H -1.80431 2.08462 -2.22869  0.088
H -0.75612 1.08302 -4.16823  0.085
H 1.47352 2.01119 -4.89442  0.103
H 2.44457 3.98815 -3.58146  0.099
N -0.43730 1.11457 3.27402  0.007
C -1.60970 1.23249 3.91672  -0.141
C -2.36139 0.20429 4.47790  -0.029
C -1.69161 -1.01993 4.63572  -0.018
C -0.46621 -1.13145 4.00290  -0.056
C 0.10861 -0.13901 3.29027  -0.104
H -1.94795 2.26208 3.95665  0.111
H -3.35675 0.41503 4.84091  0.105
H -2.17310 -1.69424 5.32983  0.118
H 0.04654 -2.04754 4.27483  0.095
H 1.01116 -0.28872 2.71463  0.112
N 3.89202 4.02367 -1.02510  0.077
C 5.12063 4.57837 -0.93382  -0.131
C 6.28629 3.82880 -0.93323  -0.071
C 6.20710 2.43640 -0.86390  -0.076
C 4.95584 1.85994 -1.00215  -0.078
C 3.85451 2.70485 -1.12740  -0.196
H 5.28305 5.64816 -0.96701  0.104
H 7.23892 4.27615 -1.18557  0.105
H 7.07312 1.78946 -0.92395  0.093
H 4.81541 0.78960 -0.98589  0.079
H 2.88496 2.22017 -1.06599  0.078
N 2.29944 2.24875 2.99526  -0.006
C 3.41446 2.10363 2.24215  -0.096
C 4.72028 1.99892 2.70457  -0.016
C 4.87949 1.96657 4.07737  -0.031
C 3.76074 2.18018 4.88239  -0.042
C 2.49778 2.19170 4.34222  -0.109
H 3.19276 2.06184 1.18443  0.075
H 5.54969 1.87361 2.02538  0.109
H 5.89527 1.87051 4.43676  0.120
H 3.90819 2.16602 5.95354  0.114
H 1.55153 2.20434 4.86633  0.107
N -1.67760 2.64042 1.01036  0.019
C -2.42759 1.51687 0.85133  -0.111
C -3.68743 1.55570 0.30318  -0.035
C -4.29692 2.80459 0.13890  -0.050
C -3.60964 3.97395 0.35976  -0.030
C -2.30451 3.80850 0.86692  -0.145
H -1.88814 0.58045 0.92361  0.094
H -4.25121 0.69124 -0.01772  0.110
H -5.27313 2.97990 -0.29865  0.119
H -4.04127 4.89615 0.00268  0.118
H -1.71058 4.70832 0.98278  0.109
N 1.37410 -4.32396 3.97904  0.047
C 2.61729 -4.59295 4.39142  -0.155
C 3.74635 -4.42219 3.62310  -0.076
C 3.58641 -3.89823 2.36977  -0.073
C 2.31570 -3.58122 1.90229  -0.054
C 1.21241 -3.79197 2.73358  -0.137
H 2.65131 -5.03019 5.38194  0.105
H 4.73012 -4.45391 4.07274  0.108
H 4.43870 -3.74316 1.72009  0.111
H 2.14636 -3.17003 0.91832  0.079
H 0.18825 -3.53230 2.51313  0.076
N -0.63229 -1.51506 -4.69146  0.054
C 0.56826 -1.97880 -4.37106  -0.142
C 1.20272 -2.93843 -5.16680  -0.073
C 0.56022 -3.49792 -6.23990  -0.068
C -0.74503 -3.06358 -6.54561  -0.047
C -1.26596 -2.05499 -5.75429  -0.142
H 1.08787 -1.59695 -3.50271  0.084
H 2.21421 -3.20729 -4.88754  0.102
H 1.02817 -4.28086 -6.82054  0.108
H -1.20946 -3.50005 -7.41747  0.105
H -2.28766 -1.71720 -5.86586  0.087
N -6.77172 0.12787 3.97740  0.070
C -6.17428 -0.43104 2.90197  -0.157
C -5.32035 -1.51722 2.92240  -0.084
C -5.06671 -2.10829 4.14743  -0.101
C -5.64705 -1.57403 5.27702  -0.082
C -6.49823 -0.48930 5.13683  -0.152
H -6.45072 0.04927 1.97027  0.097
H -4.96464 -1.93648 1.99145  0.097
H -4.44302 -2.99394 4.14745  0.110
H -5.39976 -1.94598 6.26206  0.106
H -7.00722 -0.10657 6.01350  0.106
N -5.89899 -0.49927 -5.40510  0.072
C -5.15617 -1.54585 -4.96614  -0.140
C -4.20078 -1.43010 -3.96918  -0.097
C -3.88245 -0.15824 -3.45863  -0.088
C -4.53706 0.92516 -4.00871  -0.076
C -5.54883 0.68020 -4.94672  -0.167
H -5.23905 -2.52669 -5.41521  0.105
H -3.63017 -2.29744 -3.66672  0.097
H -3.07663 -0.05884 -2.74233  0.077
H -4.38823 1.96176 -3.73785  0.095
H -6.05922 1.57379 -5.29082  0.105
C 6.08943 -2.09129 -2.46491  -1.055
Cl 5.86222 -3.82964 -2.47012  0.533
Cl 7.37743 -1.44381 -1.44501  0.516
H 6.37103 -1.79599 -3.47115  0.023
H 5.17450 -1.58067 -2.18047  0.002

Cartesian forces, eV/Å:
-0.56 -4.02 -0.54
-2.81 1.25 0.67
-0.22 -1.41 -0.35
1.67 0.63 0.07
1.39 0.84 0.99
-0.13 -0.04 -0.23
-0.39 0.40 -0.01
-0.02 -0.46 -0.18
-1.21 -0.45 0.41
0.53 -0.51 0.11
-0.25 -0.36 0.28
-0.20 0.39 -0.14
0.01 0.41 0.52
0.42 0.41 -0.25
0.84 0.61 -0.52
0.16 -0.20 -0.38
-1.23 -1.49 -2.00
0.47 1.90 1.40
-0.71 -0.62 -0.53
0.63 -0.23 0.75
-0.16 0.04 0.03
0.24 0.10 0.64
0.13 -0.25 0.36
-0.12 0.25 0.02
0.26 0.04 -0.44
0.25 0.41 -0.11
0.12 -0.25 -0.18
0.19 -1.05 0.22
-0.31 0.92 -0.57
1.19 0.05 -0.08
-1.25 2.23 -0.15
-0.29 -2.35 1.99
0.17 1.90 -0.82
-0.45 -0.10 -0.04
0.05 -0.06 0.23
0.43 -0.73 -0.38
0.42 0.02 -0.73
0.06 0.09 0.09
0.86 0.83 0.16
0.21 -0.64 -0.65
0.21 -0.75 -0.35
-0.30 -0.04 -1.06
0.22 0.42 0.29
-0.24 -0.69 1.28
-0.77 0.18 0.08
0.06 0.29 0.68
0.20 0.19 0.29
0.05 -0.01 -0.07
-0.22 0.39 -0.58
1.20 -0.08 -0.02
-0.80 0.39 -1.00
-0.95 -0.51 0.46
0.09 0.90 -0.69
0.44 -1.13 0.76
-0.83 0.86 -1.32
0.21 0.08 -0.06
-0.10 0.02 -0.13
-0.18 0.00 0.54
-0.27 0.06 0.05
0.33 0.14 0.64
-0.36 0.44 1.53
1.15 -0.05 -1.33
-0.92 0.81 0.42
-0.24 0.41 -0.84
1.16 -1.19 0.54
-0.23 1.11 -1.17
0.12 0.02 0.28
0.28 -0.32 0.32
-0.15 -0.80 0.00
0.24 0.33 0.57
0.18 -0.07 0.19
-0.01 0.59 -0.93
-1.19 -0.51 0.24
0.42 0.88 0.57
-0.17 0.19 -1.07
-0.98 -0.10 0.12
1.40 -0.72 1.47
0.27 0.12 0.10
0.02 -0.62 -0.09
0.04 0.10 0.05
0.18 -0.01 -0.04
0.05 0.03 -0.47
-0.35 -0.17 0.19
-0.06 -0.37 -1.27
0.60 0.25 0.90
-0.83 0.14 -0.24
1.41 -0.07 0.21
-0.14 -0.14 0.56
-0.18 0.26 0.06
-0.03 -0.26 -0.11
0.05 0.06 -0.08
-0.50 0.19 0.15
0.02 0.20 -0.37
0.74 -1.25 -0.01
-0.63 0.97 0.09
-0.58 0.04 0.04
0.34 -0.33 -0.53
0.32 0.04 0.16
-0.28 0.54 -0.05
0.16 -0.06 -0.15
0.17 0.03 0.04
0.06 0.02 0.38
-0.26 -0.17 0.01
0.05 0.16 0.01
0.65 -1.10 -0.31
0.15 0.62 0.45
0.26 0.70 -0.03
0.01 -0.42 -0.52
-0.48 -0.32 0.06
0.26 0.77 0.59
-0.69 0.08 -0.22
-0.06 -0.05 0.08
-0.03 0.09 0.11
0.36 -0.07 0.18
-0.37 -0.28 -0.32
-0.04 0.75 -0.72
0.07 -0.06 0.32
0.13 -0.27 0.37
-0.16 -0.11 -0.02
-0.07 -0.26 0.07

Calculated values
Net charge: +1
2S+1: 3
HOMO energy (alpha / beta) (eV): -11.29 / -11.29
Lowest unoccupied orbital energy (alpha / beta) (eV): -3.23 / -4.19

=====

Below is a 5-piece molecular cluster, C50H53F14N2O overall, with properties calculated with ωB97M-V with the def2-TZVPD basis set.

Last column: Löwdin charge in e.
Element x y z (Å)
C 1.98661 -4.88528 1.69786  0.118
C 1.62600 -3.80254 2.55249  -0.043
C 1.18717 -2.51292 3.52314  -0.096
N 0.98380 -1.22337 2.69961  -0.041
C -0.13616 -0.42357 3.29854  -0.174
C -1.44224 -0.61724 2.27056  -0.096
C -2.36255 -1.93514 2.64668  -0.050
C -3.18398 -2.54918 1.33149  -0.149
F -4.61663 -2.75228 1.76687  -0.004
F -3.27062 -1.55994 0.20076  0.003
C -2.64359 -4.01662 0.84294  -0.102
F -3.63234 -5.03485 1.35573  0.028
F -1.32155 -4.41433 1.37763  0.013
C -2.58084 -4.22109 -0.79024  -0.064
F -3.86483 -3.89075 -1.48892  0.054
F -2.39096 -5.70442 -1.00547  0.016
C -1.30581 -3.49592 -1.52326  -0.126
F -1.60804 -2.87796 -2.83720  0.057
F -0.61852 -2.46393 -0.70645  0.022
F -0.26701 -4.55862 -1.79627  0.027
C 0.08609 1.17825 3.44772  -0.119
O 1.44973 1.68199 3.31058  -0.124
C 2.20365 1.06306 2.22027  -0.321
C 3.76535 1.63030 2.29110  -0.100
C 4.02093 2.99616 1.42556  -0.188
C 5.66123 3.15382 1.20645  -0.200
C 6.07301 2.73643 -0.34056  -0.192
C 5.79205 1.15843 -0.70301  -0.287
N 6.62473 0.76341 -1.92770  -0.066
C 1.52917 1.12738 0.73873  -0.093
C 0.69843 2.48394 0.37455  -0.133
C 0.77430 3.93775 1.12045  -0.018
C -0.21149 5.18014 0.60446  -0.043
C -1.29621 5.03494 -0.62468  -0.023
C -1.36765 3.58009 -1.39271  -0.173
C -2.39450 3.31641 -2.68572  -0.106
C -0.39384 2.36235 -0.88605  0.006
C 2.33066 -0.55342 2.63191  -0.100
F 3.07176 -1.19322 1.48088  -0.034
H 2.43931 -5.58785 0.84595  0.097
H 0.21770 -2.86187 4.07704  0.129
H 2.02613 -2.40415 4.33920  0.157
H 0.77074 -1.57565 1.71778  0.176
H -0.53101 -0.83379 4.34785  0.181
H -1.08851 -0.60110 1.13201  0.119
H -2.17861 0.31785 2.36451  0.150
H -1.80214 -2.75672 3.26619  0.118
H -3.22216 -1.52348 3.36580  0.156
H -0.27457 1.47677 4.54657  0.163
H -0.62983 1.80666 2.72811  0.129
H 4.56189 0.83943 1.92715  0.114
H 3.98860 1.78477 3.45342  0.150
H 3.70181 3.94156 2.06979  0.117
H 3.55251 3.00802 0.35349  0.108
H 6.03927 4.22757 1.48579  0.115
H 6.15273 2.40411 1.97451  0.109
H 7.22546 2.97772 -0.49479  0.126
H 5.41366 3.39802 -1.05019  0.114
H 6.05764 0.44959 0.18949  0.114
H 4.66439 0.98636 -1.00798  0.102
H 6.45278 -0.25630 -2.09613  0.065
H 6.24679 1.26959 -2.78061  0.082
H 2.42491 1.05725 -0.04745  0.134
H 0.82338 0.21016 0.46969  0.106
H 1.52683 4.08684 2.03488  0.090
H -0.17099 6.22633 1.15725  0.090
H -2.01956 5.87373 -1.00643  0.096
H -1.74976 3.31546 -3.68695  0.086
H -3.12000 4.23324 -2.77308  0.081
H -2.92898 2.27617 -2.64126  0.079
H -0.47366 1.32824 -1.45172  0.093
H 2.95400 -0.56677 3.62461  0.198
F 2.08776 4.45337 -3.02258  0.050
C 1.49013 5.47173 -3.65534  -0.299
C 0.90785 5.25690 -4.89971  -0.025
C 0.28100 6.31574 -5.55659  -0.082
C 0.25298 7.58150 -4.96595  -0.096
C 0.84468 7.78825 -3.71892  -0.082
C 1.46158 6.72671 -3.05740  -0.024
H 0.94674 4.26890 -5.34670  0.115
H -0.18401 6.15633 -6.52628  0.106
H -0.23215 8.40811 -5.48067  0.103
H 0.82522 8.77522 -3.26307  0.106
H 1.91862 6.86764 -2.08355  0.113
F -1.82137 3.29010 3.91105  0.032
C -2.71210 4.29023 3.94207  -0.290
C -3.93888 4.13383 3.30630  -0.020
C -4.86863 5.17297 3.34272  -0.076
C -4.55651 6.36229 4.00595  -0.088
C -3.32049 6.51152 4.63677  -0.076
C -2.39551 5.46811 4.60967  -0.017
H -4.16046 3.20607 2.78898  0.111
H -5.83362 5.05769 2.85541  0.108
H -5.28024 7.17419 4.03030  0.106
H -3.07820 7.43963 5.14883  0.109
H -1.43361 5.56377 5.10234  0.116
F -0.47665 -2.43870 -7.66939  0.064
C -1.00098 -3.57239 -7.18522  -0.286
C -1.55197 -4.50050 -8.06196  -0.013
C -2.09339 -5.68338 -7.55872  -0.077
C -2.08755 -5.92017 -6.18188  -0.092
C -1.53672 -4.98016 -5.30958  -0.087
C -0.98541 -3.80263 -5.81406  -0.024
H -1.55510 -4.29564 -9.12755  0.118
H -2.51954 -6.41889 -8.23648  0.108
H -2.51396 -6.84089 -5.78943  0.102
H -1.53702 -5.16480 -4.23803  0.085
H -0.54510 -3.06525 -5.15110  0.103
F -0.02922 -10.57612 3.28187  0.068
C -0.62685 -9.55775 2.64911  -0.287
C -1.20913 -9.77258 1.40474  -0.010
C -1.83599 -8.71374 0.74786  -0.064
C -1.86400 -7.44798 1.33849  -0.102
C -1.27230 -7.24124 2.58552  -0.090
C -0.65540 -8.30277 3.24705  -0.016
H -1.17025 -10.76058 0.95775  0.119
H -2.30099 -8.87316 -0.22184  0.109
H -2.34913 -6.62137 0.82378  0.050
H -1.29177 -6.25426 3.04138  0.087
H -0.19836 -8.16185 4.22090  0.115

Cartesian forces, eV/Å:
-2.16 8.42 5.56
2.47 -6.49 -5.85
0.61 -4.31 0.28
1.39 -2.22 0.68
-3.80 1.46 -0.16
-0.58 0.35 -0.26
-1.12 0.86 0.10
-1.99 1.17 1.09
4.38 0.66 -1.53
0.58 -3.24 3.24
-1.00 -2.49 0.35
3.25 3.44 -1.60
-3.95 1.74 -1.57
-1.73 -2.65 -1.55
4.52 -0.82 2.67
-0.67 4.99 0.39
3.30 0.36 -2.61
0.82 -2.17 5.02
-2.45 -3.24 -2.34
-3.56 3.90 1.05
-1.00 1.39 0.55
-0.28 -1.70 -1.02
0.72 -1.42 -0.15
-0.31 0.14 0.21
1.37 0.72 0.77
-0.26 -0.91 -0.01
0.06 0.08 0.63
-0.36 0.40 -0.51
-1.36 -0.05 0.18
0.23 0.91 -1.26
-3.09 3.36 -1.34
-2.33 -0.86 -2.80
-0.70 -2.72 -1.73
2.85 -4.06 1.08
2.20 0.00 2.50
1.42 0.59 0.05
0.07 2.91 1.58
2.34 2.80 -2.08
-2.09 1.07 3.25
-1.34 1.80 2.50
1.74 1.00 -1.31
-1.69 0.12 -1.82
0.13 0.76 1.16
1.60 0.59 -2.31
-0.66 -0.18 2.49
1.90 -2.01 -0.10
-1.10 1.34 -1.68
1.80 -1.09 -1.68
1.00 -0.71 -2.45
1.71 -1.72 1.25
-2.02 1.29 0.54
-0.52 -0.07 -2.54
0.31 -2.10 -1.57
0.49 -0.09 2.27
-0.82 -2.06 -0.75
-0.66 1.52 -1.58
-2.52 -0.62 0.15
1.44 -1.17 1.19
-0.36 1.37 -1.69
1.84 0.49 1.12
0.23 1.29 0.08
0.55 -0.83 1.47
-1.88 0.05 1.79
1.42 1.90 0.75
-2.04 -0.25 -2.33
0.03 -2.54 -1.21
1.74 -1.64 1.07
-1.25 0.04 2.23
1.22 -2.02 0.31
0.90 2.18 0.20
0.19 2.30 1.25
-1.34 -0.64 -1.99
0.13 -0.23 0.14
-0.53 0.87 -0.51
0.00 -0.08 0.06
0.14 0.20 0.40
-0.02 -0.06 -0.02
-0.05 -0.35 -0.24
0.04 -0.06 0.04
0.02 0.07 0.07
0.12 0.00 0.17
0.10 -0.16 0.10
0.02 -0.20 -0.06
-0.02 -0.06 -0.09
0.31 -0.41 0.03
-1.10 1.27 0.02
0.12 -0.08 0.04
0.36 0.17 0.23
0.01 -0.07 -0.04
-0.19 -0.30 -0.22
0.10 -0.14 -0.04
0.03 0.07 0.04
0.20 -0.01 0.08
0.15 -0.17 0.00
-0.02 -0.21 -0.08
-0.07 -0.03 -0.06
0.08 0.16 -0.05
-0.41 -0.91 0.36
0.02 0.04 -0.03
0.15 0.25 0.38
0.00 0.01 -0.03
-0.06 -0.02 -0.46
0.03 0.07 -0.02
0.03 0.01 0.12
0.08 0.17 0.10
0.08 0.18 -0.08
0.04 0.02 -0.21
-0.03 -0.04 -0.13
0.05 -0.06 0.05
-0.43 0.70 -0.46
0.01 -0.06 -0.01
0.21 0.17 0.44
-0.02 0.02 -0.05
-0.03 -0.46 -0.26
0.07 -0.01 0.07
0.01 0.08 0.10
0.10 0.00 0.17
0.28 -0.76 0.37
0.01 -0.23 -0.02
-0.02 -0.08 -0.09

Calculated values
Net charge: +1
2S+1: 1
HOMO energy (eV): -10.57
Lowest unoccupied orbital energy (eV): -2.65

=====

Number 1: maximum force 4.10 eV/A, M 998.63 g/mol, E -5308.343869 a.u.. Number 2: maximum force 10.32 eV/A, M 963.96 g/mol, E -3518.831075 a.u..